[1]
Computed, not measured: a 2-piece molecular cluster, C5H11O3 overall, with the ωB97M-V functional and the def2-TZVPD basis.

Charge: -1
LUMO (eV): 4.1
Electronic energy (eV): -11507.998
Orbital gap (eV): 8.647
HOMO level (eV): -4.52

The geometry in XYZ format:
```
19
Properties=species:S:1:pos:R:3:forces:R:3
O 1.159 0.887 0.842 0.1 0.4 0.0
C 2.020 0.447 0.029 -0.8 -0.3 0.3
O 1.926 -0.602 -0.636 0.1 0.0 -0.2
C 3.293 1.269 -0.106 0.6 -0.1 -0.4
H 3.970 0.747 -0.786 0.1 0.0 0.1
H 3.114 2.262 -0.520 -0.2 0.0 0.1
H 3.775 1.379 0.865 0.0 0.1 0.1
C -1.404 -1.715 0.611 0.1 -0.1 -0.1
C -2.005 -0.353 0.333 -0.2 0.6 -0.3
C -1.784 0.111 -1.120 0.1 -0.3 0.6
O -1.529 0.633 1.229 0.4 0.1 0.0
H -1.516 -1.972 1.666 0.0 0.0 0.0
H -0.345 -1.697 0.346 0.1 0.0 0.1
H -1.886 -2.491 0.007 -0.1 0.0 0.0
H -3.090 -0.372 0.507 0.0 -0.2 0.0
H -2.224 -0.563 -1.859 -0.2 0.0 0.1
H -0.712 0.137 -1.302 0.2 0.2 -0.1
H -2.214 1.110 -1.193 0.1 0.0 -0.3
H -0.547 0.782 1.087 -0.4 -0.4 -0.1
```
Positions in Å, forces in eV/Å.

Results of the Mulliken charge analysis, in e, for atoms 1 through 4:
1. O -0.8018
2. C 0.7155
3. O -0.7005
4. C -1.0559

---

[2]
Computed, not measured: a 2-piece molecular cluster, C5H11O3 overall, with the ωB97M-V functional and the def2-TZVPD basis.

Charge: -1
LUMO (eV): 3.9
Electronic energy (eV): -11507.434
Orbital gap (eV): 8.514
HOMO level (eV): -4.62

The geometry in XYZ format:
```
19
Properties=species:S:1:pos:R:3:forces:R:3
C -1.230 -0.110 -0.004 1.1 0.8 0.7
C -2.705 0.229 -0.250 -0.1 0.3 -0.1
C -0.996 -0.692 1.407 -1.2 0.3 -0.2
O -0.726 -0.972 -0.959 -0.4 -1.3 -1.1
H -0.685 0.847 -0.048 0.0 -0.1 0.0
H -3.204 -0.507 -0.883 0.1 -0.2 0.2
H -1.401 -1.708 1.418 0.4 -0.2 0.0
H 0.042 -0.649 1.720 0.1 -0.2 -0.1
H -1.623 -0.142 2.124 0.4 0.1 0.1
H 0.203 -0.828 -1.340 -0.6 0.7 0.7
H -2.795 1.191 -0.761 0.1 -0.1 -0.2
H -3.250 0.375 0.686 0.0 -0.3 0.0
C 3.128 0.333 -0.011 -1.5 -1.0 0.8
C 1.969 0.635 -1.003 1.1 0.0 -0.5
O 1.561 1.798 -1.092 -0.3 0.1 0.2
O 1.661 -0.362 -1.733 -0.1 0.2 0.3
H 4.042 0.292 -0.589 0.3 0.2 0.3
H 2.902 -0.658 0.414 0.4 -0.2 -0.5
H 3.108 0.927 0.905 0.5 0.8 -0.5
```
Positions in Å, forces in eV/Å.

Results of the Mulliken charge analysis, in e, for atoms 1 through 4:
1. C 0.8051
2. C -1.3985
3. C -1.2291
4. O -0.6493

---

[3]
Computed, not measured: a 2-piece molecular cluster, C5H11O3 overall, with the ωB97M-V functional and the def2-TZVPD basis.

Charge: -1
LUMO (eV): 3.8
Electronic energy (eV): -11506.665
Orbital gap (eV): 7.978
HOMO level (eV): -4.17

The geometry in XYZ format:
```
19
Properties=species:S:1:pos:R:3:forces:R:3
O -2.038 0.541 0.422 -1.9 -0.7 1.5
C -1.034 0.655 -0.260 0.8 0.0 -1.0
O -0.839 1.630 -0.979 1.4 1.2 -1.4
C 0.021 -0.517 -0.334 -1.9 -0.4 0.6
C 1.377 0.012 -0.180 3.4 1.0 2.3
C 2.029 0.559 -1.460 -1.5 0.1 -1.5
C 2.470 -0.979 0.532 -1.1 2.4 -2.6
H -0.192 -0.890 -1.328 0.3 -0.7 -0.3
H -0.188 -1.279 0.454 0.0 0.5 -0.7
H 1.251 0.796 0.698 0.6 -0.7 -2.1
H 2.282 -0.236 -2.249 0.2 0.4 1.6
H 2.923 1.152 -1.188 -0.5 -0.1 -0.6
H 1.218 1.091 -2.080 1.4 0.1 1.3
H 2.721 -1.746 -0.171 0.5 -0.6 -0.2
H 1.949 -1.325 1.328 -1.4 -1.7 2.6
H 3.312 -0.436 0.953 0.3 0.1 -0.5
H -1.921 -0.533 2.210 0.1 0.9 -0.2
H -2.218 -1.233 0.912 0.0 0.5 1.5
O -2.163 -1.389 1.892 -0.4 -2.3 -0.3
```
Positions in Å, forces in eV/Å.

Results of the Mulliken charge analysis, in e, for atoms 1 through 4:
1. O -0.8246
2. C 0.5902
3. O -0.7240
4. C -0.5976

---

[4]
Computed, not measured: a 2-piece molecular cluster, C5H11O3 overall, with the ωB97M-V functional and the def2-TZVPD basis.

Charge: -1
LUMO (eV): 3.9
Electronic energy (eV): -11507.700
Orbital gap (eV): 8.409
HOMO level (eV): -4.53

The geometry in XYZ format:
```
19
Properties=species:S:1:pos:R:3:forces:R:3
C 0.358 1.066 0.415 -0.3 0.0 -0.7
C 1.226 2.105 1.119 0.3 0.1 0.0
C -1.123 1.273 0.728 -0.2 -0.1 -0.1
O 0.527 1.228 -0.992 0.1 0.3 0.2
H 0.610 0.024 0.621 0.3 0.1 0.5
H 1.531 2.828 0.363 -0.2 0.1 0.0
H -1.494 2.166 0.224 0.1 0.2 0.1
H -1.677 0.440 0.309 -0.2 -0.2 -0.1
H -1.367 1.338 1.791 0.2 0.0 0.1
H 0.660 0.340 -1.395 -0.1 -0.1 -0.2
H 2.163 1.733 1.543 -0.2 -0.2 0.0
H 0.662 2.628 1.895 0.1 0.0 0.1
C -0.860 -2.740 -0.875 -0.8 -0.4 0.6
C 0.498 -2.053 -1.053 0.0 0.0 -0.2
O 1.371 -2.333 -0.212 0.1 0.1 0.0
O 0.596 -1.257 -2.031 -0.1 -0.1 0.2
H -1.097 -3.454 -1.669 0.3 0.1 -0.1
H -1.713 -2.043 -0.861 0.4 0.1 -0.1
H -0.873 -3.290 0.078 0.0 0.1 -0.3
```
Positions in Å, forces in eV/Å.

Results of the Mulliken charge analysis, in e, for atoms 1 through 4:
1. C 0.9035
2. C -1.4048
3. C -1.2676
4. O -0.6184

---

[5]
Computed, not measured: a 2-piece molecular cluster, C5H11O3 overall, with the ωB97M-V functional and the def2-TZVPD basis.

Charge: -1
LUMO (eV): 4.0
Electronic energy (eV): -11507.470
Orbital gap (eV): 8.447
HOMO level (eV): -4.48

The geometry in XYZ format:
```
19
Properties=species:S:1:pos:R:3:forces:R:3
C -1.024 -1.861 -0.246 -0.7 1.3 -0.9
C 0.470 -1.794 -0.619 -1.2 0.2 -0.4
C -1.293 -2.150 1.219 -0.4 0.3 -0.1
O -1.744 -0.688 -0.668 -0.3 -0.7 -0.3
H -1.511 -2.611 -0.871 0.1 -0.4 0.1
H 0.815 -0.787 -0.759 -0.2 0.5 0.1
H -0.472 -1.768 1.792 0.4 0.1 0.6
H -2.195 -1.629 1.550 0.1 0.0 -0.2
H -1.472 -3.198 1.412 0.3 -0.5 0.1
H -1.340 0.115 -0.294 0.7 0.1 0.3
H 0.604 -2.302 -1.556 0.4 -0.6 -0.3
H 1.036 -2.183 0.182 0.9 -0.9 0.7
C 2.239 1.796 0.503 0.4 -0.1 0.6
C 0.771 1.818 0.028 -0.3 -0.6 0.4
O 0.041 0.883 0.499 0.4 0.7 0.0
O 0.426 2.724 -0.734 0.0 0.4 -0.4
H 2.561 2.800 0.813 -0.1 -0.1 -0.3
H 2.957 1.401 -0.237 -0.5 0.3 0.0
H 2.309 1.151 1.385 0.0 0.0 -0.1
```
Positions in Å, forces in eV/Å.

Results of the Mulliken charge analysis, in e, for atoms 1 through 4:
1. C 0.5312
2. C -1.0953
3. C -1.4496
4. O -0.6402

---

[6]
Computed, not measured: C5H11O4 as an isolated structure, with the ωB97M-V functional and the def2-TZVPD basis.

⟨S²⟩: 0.754
LUMO (alpha / beta) (eV): 0.5 / -1.4
Spin multiplicity: 2
Electronic energy (eV): -13545.702
Orbital gap (alpha / beta) (eV): 9.882 / 8.031
HOMO level (alpha / beta) (eV): -9.34 / -9.47

The geometry in XYZ format:
```
20
Properties=species:S:1:pos:R:3:forces:R:3
H 1.117 0.263 4.775 -1.1 1.0 0.5
O 0.281 -0.161 5.021 1.5 -1.8 -0.9
H -0.728 -0.066 5.380 2.3 1.6 -0.4
C -1.790 -0.716 5.727 -2.8 -2.2 1.6
H -2.125 -0.868 4.697 -0.4 0.7 0.2
C -1.432 -2.018 6.400 0.2 -0.4 0.2
C -2.322 -2.995 6.720 1.8 2.9 0.0
C -1.871 -4.160 7.519 -0.2 -0.5 0.0
C -3.773 -2.786 6.394 0.5 -0.9 -0.3
O -4.395 -1.710 7.066 0.1 0.6 -0.5
O -2.615 0.126 6.471 1.2 0.4 0.2
O -1.976 0.266 7.808 -1.6 0.0 -0.5
H -2.799 0.332 8.372 1.0 -0.2 -0.8
H -0.371 -2.141 6.643 -0.4 0.1 0.0
H -2.741 -4.625 7.928 -0.6 -0.6 0.4
H -1.387 -4.893 6.900 0.2 -0.4 -0.4
H -1.207 -3.981 8.355 0.2 0.6 0.0
H -3.792 -2.703 5.292 -0.6 0.1 0.2
H -4.228 -3.736 6.684 -0.7 0.4 -0.1
H -4.012 -0.871 6.692 -0.6 -1.3 0.6
```
Positions in Å, forces in eV/Å.

Results of the Mulliken charge analysis, in e, for atoms 1 through 4:
1. H 0.2418
2. O -0.6889
3. H 0.0959
4. C -0.0382

---

[7]
Computed, not measured: one molecule with the formula C5H11OP, with the ωB97M-V functional and the def2-TZVPD basis.

SMILES: C=CP[C@@H](C)CO
LUMO (eV): 0.8
Electronic energy (eV): -16696.758
Orbital gap (eV): 9.511
HOMO level (eV): -8.68

The geometry in XYZ format:
```
18
Properties=species:S:1:pos:R:3:forces:R:3
C -1.982 -0.662 -2.565 0.7 -1.2 2.6
C -1.316 0.118 -1.681 -1.1 0.0 -2.3
P 0.446 0.118 -1.401 0.2 -0.1 1.0
C 0.649 0.158 0.521 -1.0 -0.3 -1.1
C 0.918 -1.124 1.288 -3.2 -1.3 -0.2
C 1.635 1.210 0.860 2.3 0.8 -2.1
O 1.135 2.038 1.858 0.1 1.0 1.5
H -3.016 -0.424 -2.776 0.1 -0.1 -0.5
H -1.640 -1.704 -2.579 -0.2 0.3 -1.0
H -1.866 1.023 -1.638 0.0 1.4 0.9
H 0.552 -1.235 -1.749 0.3 -0.4 0.2
H -0.238 0.696 0.849 -0.7 -0.6 -0.1
H 1.639 -0.870 2.048 0.5 -0.8 0.1
H 1.098 -1.910 0.528 0.9 0.2 0.9
H -0.043 -1.551 1.805 1.7 1.0 -0.7
H 1.824 1.765 -0.083 0.0 0.3 0.6
H 2.687 0.783 1.075 -1.7 0.8 0.5
H 0.416 2.649 1.586 0.9 -0.9 -0.3
```
Positions in Å, forces in eV/Å.

Results of the Mulliken charge analysis, in e, for atoms 1 through 4:
1. C -0.7362
2. C -0.1630
3. P 0.0600
4. C 0.4966

---

[8]
Computed, not measured: an isolated ion of composition C5H11OS and charge -1, with the ωB97M-V functional and the def2-TZVPD basis.

SMILES: CSCCCC[O-]
Charge: -1
LUMO (eV): 3.3
Electronic energy (eV): -18244.758
Orbital gap (eV): 5.848
HOMO level (eV): -2.58

The geometry in XYZ format:
```
18
Properties=species:S:1:pos:R:3:forces:R:3
C -2.562 -0.158 0.694 -1.4 -0.1 0.3
S -1.825 0.080 -0.965 -0.5 -0.2 0.1
C -0.442 1.179 -0.501 0.0 -0.4 -0.2
C 0.460 0.527 0.547 -0.1 0.0 -2.3
C 0.937 -0.819 0.073 -0.5 -2.2 0.1
C 2.191 -0.609 -0.763 2.2 0.9 -0.6
O 2.788 0.637 -0.489 -0.5 -1.4 -1.0
H -2.708 0.868 1.168 0.3 -1.4 -0.3
H -3.605 -0.605 0.515 1.4 0.8 0.2
H -2.059 -0.897 1.391 -0.1 1.1 -0.9
H -0.976 2.091 -0.270 0.3 0.5 0.7
H 0.182 1.438 -1.372 -0.3 -0.5 0.0
H 1.438 1.036 0.494 0.1 0.6 0.7
H -0.009 0.340 1.445 -1.1 0.4 2.2
H 0.208 -1.441 -0.545 0.6 0.9 0.9
H 1.151 -1.450 0.976 0.0 0.5 -0.5
H 1.852 -0.817 -1.858 0.6 0.6 0.9
H 2.978 -1.400 -0.540 -0.9 0.1 -0.3
```
Positions in Å, forces in eV/Å.

Results of the Mulliken charge analysis, in e, for atoms 1 through 4:
1. C -0.7508
2. S -0.1639
3. C -0.7375
4. C -0.8588

---

electronic energy of number 8 (C5H11OS)?
-18244.758 eV